Below is a molecular structure, CHLiO2Tl at a distorted geometry, with properties calculated with ωB97M-V/def2-TZVPD.

Output
- E_HOMO (alpha / beta): -0.48755 / -0.53648 hartree
- Kohn-Sham gap (alpha / beta): 0.2339 / 0.3031 hartree
- Relative energy (zero: lowest compared OMol25 entry of this formula, charge and spin): 7.357 eV

Structure (ORCA input):
```
! RIJCOSX wB97M-V def2-TZVPD def2/J DEFGRID3
* xyz 1 1
O -1.7635 -0.9755 0.9540
C 1.5011 0.9715 -0.7262
O 0.3477 0.5632 -0.3809
Tl -0.9315 -0.8497 -0.6392
Li -1.1476 0.1357 2.1397
H 1.9939 0.1548 -1.3474
*
```